A molecular structure, C34H32N4O5Sn. Source: OMol25; level of theory: wB97M-V/def2-TZVPD.

XYZ file:
```
76
Properties=species:S:1:pos:R:3:forces:R:3:lowdin_charge:R:1
Sn -1.299 -1.586 1.238 -0.12 -0.39 -0.10 1.482
C 6.001 -1.836 -1.225 0.00 -0.01 0.01 -0.042
O 6.059 -2.105 0.174 0.02 0.02 0.00 -0.045
C 4.908 -2.165 0.847 -0.03 -0.02 0.01 -0.275
C 5.052 -2.448 2.233 0.02 0.00 -0.01 0.093
C 3.942 -2.554 3.065 0.01 0.00 0.00 0.014
C 2.659 -2.379 2.595 0.05 0.03 -0.02 -0.033
C 1.494 -2.453 3.511 0.01 0.00 0.01 -0.343
C 1.601 -3.189 4.819 -0.01 -0.03 -0.02 0.023
O 0.420 -1.946 3.218 -0.01 0.12 0.03 -0.071
C 2.481 -2.091 1.158 -0.06 -0.05 0.06 -0.318
O 1.360 -1.965 0.643 0.10 0.15 -0.06 -0.040
C 3.659 -1.991 0.325 0.00 -0.01 -0.01 0.088
H 7.030 -1.808 -1.565 0.00 0.00 0.00 0.103
H 5.524 -0.872 -1.411 0.00 0.01 0.00 0.096
H 5.461 -2.629 -1.746 -0.01 0.00 0.00 0.104
H 6.052 -2.585 2.622 0.00 0.01 0.00 0.140
H 4.124 -2.761 4.109 0.00 0.00 0.00 0.117
H 2.608 -3.321 5.199 0.00 0.01 0.00 0.072
H 1.175 -4.183 4.663 0.01 -0.01 0.00 0.112
H 0.993 -2.676 5.561 -0.01 0.00 0.00 0.097
H 3.479 -1.800 -0.722 0.01 0.00 0.00 0.119
N -4.511 0.157 1.688 0.09 0.03 0.05 0.141
C -4.027 -0.380 2.878 -0.09 0.03 -0.03 -0.266
C -4.793 -0.129 4.023 -0.02 0.03 0.02 0.011
C -4.382 -0.622 5.237 0.03 0.00 -0.05 -0.022
C -3.213 -1.377 5.294 -0.01 -0.01 0.01 -0.032
C -2.519 -1.580 4.131 0.04 -0.07 0.01 -0.121
N -2.896 -1.083 2.931 -0.03 0.05 0.05 -0.006
C -4.311 -0.187 0.366 0.06 0.00 0.03 -0.280
C -5.199 0.334 -0.588 -0.02 -0.01 0.03 0.007
C -5.027 -0.002 -1.907 0.00 0.00 -0.02 -0.040
C -3.973 -0.843 -2.273 -0.02 0.00 0.01 -0.049
C -3.142 -1.291 -1.281 -0.07 -0.08 0.03 -0.150
N -3.301 -0.977 0.020 0.13 0.21 -0.06 -0.011
H -5.314 0.747 1.830 -0.02 -0.01 -0.01 0.141
H -5.710 0.440 3.937 0.00 0.00 0.01 0.124
H -4.968 -0.434 6.127 0.00 0.00 0.00 0.126
H -2.853 -1.800 6.220 -0.01 0.00 0.00 0.119
H -1.600 -2.153 4.128 -0.05 0.04 0.00 0.085
H -6.017 0.970 -0.274 0.00 0.00 -0.01 0.123
H -5.716 0.374 -2.652 0.00 0.00 0.00 0.122
H -3.813 -1.144 -3.297 0.00 0.00 -0.01 0.114
H -2.301 -1.936 -1.508 0.01 0.02 0.01 0.105
C 1.616 0.317 -5.510 0.01 0.01 0.00 -0.027
C 0.442 1.013 -4.875 0.02 0.02 0.01 -0.191
C -0.741 1.125 -5.620 -0.01 -0.01 0.00 0.039
C -1.899 1.738 -5.113 0.01 0.00 -0.01 -0.031
C -1.874 2.246 -3.857 0.00 0.00 0.02 0.018
C -0.676 2.173 -3.070 -0.01 -0.05 0.03 -0.137
N -0.776 2.724 -1.858 0.00 0.08 -0.04 0.191
C 0.218 2.992 -0.852 0.07 -0.06 0.01 -0.195
C 0.936 4.173 -0.941 -0.01 0.01 0.01 -0.007
C 1.865 4.477 0.044 0.00 0.02 -0.02 -0.038
C 2.049 3.617 1.115 0.00 -0.03 0.03 -0.034
C 1.296 2.455 1.213 -0.01 0.07 0.06 0.014
C 0.376 2.128 0.227 -0.08 -0.02 -0.05 -0.077
C -0.368 0.830 0.307 0.01 0.02 -0.03 -0.606
O -0.775 0.475 1.474 0.05 -0.08 0.10 -0.147
O -0.541 0.132 -0.698 -0.05 0.03 -0.01 -0.018
C 0.509 1.536 -3.589 0.00 0.01 -0.04 -0.092
C 1.756 1.399 -2.771 -0.02 -0.03 0.01 0.009
H 1.351 -0.055 -6.496 0.00 0.01 0.00 0.087
H 1.948 -0.531 -4.911 -0.01 -0.01 0.00 0.095
H 2.463 0.995 -5.626 0.00 0.00 0.01 0.101
H -0.759 0.719 -6.623 0.00 0.00 0.00 0.130
H -2.788 1.808 -5.723 0.00 0.00 0.00 0.125
H -2.742 2.736 -3.432 0.00 -0.01 0.00 0.127
H -1.698 3.078 -1.633 0.00 0.01 0.00 0.172
H 0.771 4.844 -1.774 0.00 0.00 0.00 0.131
H 2.437 5.393 -0.023 0.00 0.00 -0.01 0.121
H 2.769 3.859 1.885 0.00 0.00 0.00 0.119
H 1.412 1.790 2.059 -0.01 -0.01 -0.01 0.128
H 2.144 2.365 -2.453 0.01 0.00 0.00 0.095
H 2.534 0.902 -3.340 0.00 -0.02 -0.01 0.075
H 1.548 0.808 -1.877 0.01 0.01 -0.01 0.090
```
Forces are in eV/Å.

The total energy comes out at -57794.1880 eV. The HOMO energy (alpha / beta) comes out at -13.3 / -13.3 eV. The value obtained for the relative energy (zero: lowest compared OMol25 entry of this formula, charge and spin) is 0.0 kJ/mol. The maximum force comes out at 0.42 eV/Å. As for the total charge: +2. The frontier orbital gap (alpha / beta) comes out at 0.2073 / 0.2334 Ha.